# 1
A structure of composition C41H35ClIrN2Si2 in a non-equilibrium geometry. Source: OMol25; level of theory: the ωB97M-V functional and the def2-TZVPD basis.

```
82
Properties=species:S:1:pos:R:3:forces:R:3
Ir -0.084 -0.079 1.749 2.440 1.019 -1.093
Cl 1.962 1.241 1.022 0.457 0.659 0.253
Si 0.756 -0.242 -0.444 -2.307 -0.119 -0.099
Si -0.775 0.111 -2.784 0.829 -1.264 -3.029
N 1.432 -0.830 3.056 0.792 -1.104 0.695
N 0.054 1.471 3.187 -0.594 1.111 0.925
C 2.607 -0.378 5.116 -0.757 0.547 -0.627
C -0.680 2.594 3.190 0.927 -0.813 0.090
C -1.979 -0.692 1.839 -0.691 -1.867 0.499
C 1.194 2.163 5.202 -0.006 -0.734 -0.792
C -0.448 3.588 4.146 0.025 0.163 0.174
C -0.549 3.866 -0.966 0.288 -0.407 -0.161
C 1.938 -2.073 3.019 -0.086 1.192 0.484
C 3.174 -1.665 5.051 -0.178 -0.155 -0.248
C -1.939 3.826 -0.847 -0.134 -0.085 0.153
C -1.595 -2.099 -0.977 -0.131 -0.480 0.115
C -0.708 -1.684 -5.190 0.278 -0.218 -0.084
C 1.543 -3.074 -4.310 0.322 0.017 -0.016
C 1.010 -3.389 -5.558 -0.178 0.256 0.245
C -2.109 -3.357 -1.297 0.174 0.182 0.095
C -0.846 3.518 -5.124 0.053 0.081 -0.045
C 0.189 2.686 -0.939 0.045 0.103 -0.660
C 0.972 1.234 4.159 -0.337 0.959 -0.093
C 1.002 -2.042 -3.540 -0.033 -0.351 -0.249
C 2.809 -2.517 4.019 0.163 -0.022 0.061
C 1.406 2.614 -5.124 0.064 -0.082 0.101
C 0.495 3.597 -5.530 -0.139 -0.097 0.227
C -2.578 2.602 -0.652 0.062 -0.016 -0.200
C -1.101 -1.827 2.286 -1.710 0.858 -0.693
C 2.814 0.577 6.159 -0.115 0.888 0.534
C -2.451 -0.049 3.058 -1.026 -1.083 0.426
C 2.154 1.789 6.192 0.749 -0.719 0.445
C -1.149 -1.831 3.729 -0.975 -0.174 0.378
C 0.476 3.376 5.158 -0.126 0.038 -0.146
C 0.046 -4.343 -0.844 -0.139 0.194 0.215
C 0.542 -3.088 -0.478 -0.139 -0.285 -0.163
C -0.449 1.407 -0.895 1.465 -0.291 1.753
C -0.353 1.512 -3.893 0.073 0.129 -0.032
C -0.153 -1.365 -3.936 0.265 0.245 0.679
C -1.287 2.463 -4.315 0.619 0.365 -0.122
C -1.848 1.417 -0.675 -0.252 -0.266 -0.024
C -0.108 -2.673 -5.999 -0.151 0.231 0.180
C 0.983 1.560 -4.313 -0.167 0.810 -0.262
C -0.250 -1.938 -0.608 0.301 0.799 -0.180
C -1.282 -4.480 -1.270 0.187 -0.002 0.028
C -1.999 -0.797 4.163 -0.072 0.177 0.136
C 1.707 0.003 4.091 0.294 -1.084 0.048
H -2.292 -1.258 -1.007 0.377 -0.433 -0.159
H -0.503 -2.886 -6.993 -0.050 0.118 0.302
H -3.658 2.554 -0.517 0.249 0.035 -0.037
H -3.154 0.786 3.049 0.321 -0.260 0.227
H -1.583 -1.139 -5.564 0.338 -0.260 0.144
H -2.517 4.746 -0.891 0.089 -0.177 0.049
H 2.458 2.666 -5.411 -0.346 0.072 -0.070
H 1.612 -2.719 2.203 0.132 0.268 0.194
H -0.663 -2.586 4.348 -0.159 0.381 -0.081
H -2.216 0.018 -2.817 -0.669 -0.060 0.357
H -3.159 -3.443 -1.575 0.242 -0.053 0.005
H 1.572 -3.002 -0.105 -0.294 -0.015 -0.380
H 1.282 2.740 -0.985 -0.560 0.023 -0.088
H -1.007 4.516 4.052 0.151 -0.182 0.230
H 0.700 -5.210 -0.784 -0.176 0.119 -0.031
H 2.349 2.501 6.991 0.042 -0.243 -0.064
H 3.519 0.300 6.946 -0.228 0.282 -0.158
H -0.823 -2.644 1.620 -0.173 0.089 0.551
H -0.038 4.822 -1.096 -0.111 -0.304 0.112
H 3.863 -1.987 5.830 -0.145 0.028 -0.165
H -2.488 -0.699 0.877 -0.059 0.035 0.625
H -2.384 0.470 -0.603 0.129 0.647 0.121
H 2.411 -3.617 -3.932 -0.149 0.150 -0.158
H -2.334 2.397 -3.996 0.443 0.073 -0.133
H 0.665 4.137 5.919 -0.111 -0.226 -0.262
H -1.671 -5.459 -1.569 0.189 0.418 0.163
H 0.840 4.434 -6.149 -0.213 -0.368 0.255
H 2.110 -0.817 -0.268 -0.031 0.002 -1.286
H 1.502 -1.771 -2.605 -0.161 -0.213 -0.329
H -2.297 -0.624 5.201 0.372 0.106 -0.419
H 3.171 -3.540 3.952 0.075 0.266 0.148
H -1.547 4.303 -5.417 0.211 -0.271 -0.033
H -1.432 2.689 2.399 0.371 0.021 0.276
H 1.472 -4.166 -6.181 -0.304 0.380 0.294
H 1.693 0.787 -4.001 -0.218 0.250 -0.123
```
Positions in Å, forces in eV/Å.

- LUMO level (alpha / beta) (eV) = -3.6 / -4.1
- <S²> = 6.06
- E_HOMO (alpha / beta) (eV) = -8.50 / -10.58
- spin multiplicity = 5
- F_max (hartree/bohr) = 0.0658
- net charge = +1
- energy relative to the best compared isomer or geometry (same formula, charge and spin) (eV) = 0.078

The net atomic charges from Löwdin, expressed in e, are:
1 Ir 1.1613
2 Cl 0.2612
3 Si 0.3985
4 Si 0.7796
5 N -0.0749
6 N -0.0856
7 C -0.1275
8 C -0.0775
9 C -0.3436
10 C -0.1276
11 C -0.0117
12 C -0.0611
13 C -0.0801
14 C 0.0311
15 C -0.0702
16 C -0.1702
17 C -0.0799
18 C -0.0859
19 C -0.0866
20 C -0.0442
21 C -0.0799
22 C -0.1545
23 C -0.1590
24 C -0.1447
25 C -0.0109
26 C -0.0757
27 C -0.0789
28 C -0.0700
29 C -0.2673
30 C 0.0067
31 C -0.0992
32 C 0.0071
33 C -0.0870
34 C 0.0315
35 C -0.0606
36 C -0.1622
37 C -0.4144
38 C -0.3356
39 C -0.2743
40 C -0.0915
41 C -0.2055
42 C -0.0805
43 C -0.0978
44 C -0.3872
45 C -0.0519
46 C -0.0955
47 C -0.1557
48 H 0.0569
49 H 0.1032
50 H 0.1162
51 H 0.1140
52 H 0.1081
53 H 0.1111
54 H 0.1064
55 H 0.1125
56 H 0.1160
57 H 0.0296
58 H 0.1168
59 H 0.0930
60 H 0.0798
61 H 0.1205
62 H 0.1104
63 H 0.1246
64 H 0.1265
65 H 0.0916
66 H 0.1175
67 H 0.1311
68 H 0.0725
69 H 0.0523
70 H 0.1045
71 H 0.1052
72 H 0.1327
73 H 0.1150
74 H 0.1069
75 H -0.0176
76 H 0.0596
77 H 0.1116
78 H 0.1205
79 H 0.1040
80 H 0.1228
81 H 0.1087
82 H 0.1049


# 2
A structure of composition C41H35ClN2PbSi2 in a non-equilibrium geometry. Source: OMol25; level of theory: the ωB97M-V functional and the def2-TZVPD basis.

```
82
Properties=species:S:1:pos:R:3:forces:R:3
Pb 0.230 -1.015 0.061 -0.012 2.023 -0.354
Cl -0.678 -5.189 1.723 0.384 0.096 -0.714
Si 0.639 -5.990 0.294 0.255 3.019 -0.633
Si 3.094 -4.814 -2.394 3.537 -2.559 -0.413
N -0.810 -0.180 2.295 0.142 0.284 0.604
N -2.269 -0.644 -0.033 -0.379 0.315 -0.622
C 3.222 -3.089 -2.896 -2.449 -0.061 -0.068
C 4.128 -4.959 2.189 0.192 -0.225 -0.635
C -1.981 1.036 4.534 0.435 -0.209 -0.286
C 3.052 -5.886 -3.947 -1.952 -0.552 -0.104
C -4.244 0.369 0.917 0.949 -0.167 0.473
C -4.124 1.175 3.241 -0.888 -0.019 -0.673
C 4.170 -2.119 -3.183 -0.268 -0.309 -0.658
C 3.874 -2.939 0.837 -0.113 -0.957 -0.172
C -4.918 0.170 -0.304 0.275 -0.038 0.186
C 4.354 -5.855 -1.477 -0.850 1.089 0.059
C -0.089 0.082 3.406 -0.792 -0.279 -1.002
C -4.832 0.967 2.078 0.134 0.344 1.081
C 4.022 -1.496 -4.451 0.232 0.143 0.571
C 1.987 0.671 -1.525 -0.339 0.247 0.267
C -2.123 0.189 2.252 0.296 0.027 0.443
C 3.536 -6.415 -6.622 0.093 -0.353 0.021
C -2.745 0.817 3.370 0.231 -0.537 -0.989
C 1.699 -2.256 -4.627 0.082 0.065 0.370
C -0.643 0.677 4.543 -0.378 0.039 -0.182
C -0.175 1.434 -1.417 0.064 -0.390 0.124
C 1.934 -3.089 -3.543 1.202 0.593 -0.245
C 6.570 -5.948 -0.588 -0.050 -0.085 0.293
C 0.764 0.743 -2.233 0.127 -0.328 0.436
C 1.956 -5.974 -4.843 0.697 0.547 -0.134
C -2.912 -0.757 -1.215 0.624 -0.051 1.478
C 4.537 -3.661 1.838 0.179 -0.307 0.178
C 2.248 -6.078 -6.194 -0.384 -0.185 -0.073
C 1.811 1.332 -0.276 0.206 -0.819 -0.212
C 4.316 -6.357 -4.357 0.502 0.763 0.506
C -2.888 -0.048 1.024 -0.114 -0.209 -0.570
C 2.823 -3.588 0.150 -0.851 0.329 0.181
C 6.248 -7.199 -0.032 0.431 0.299 -0.153
C 4.558 -6.636 -5.700 -0.359 0.372 -0.383
C 5.593 -5.249 -1.301 0.125 -0.405 0.621
C 4.058 -7.148 -1.034 0.376 0.677 0.135
C 0.466 1.789 -0.208 -0.240 -0.470 -0.075
C -4.242 -0.383 -1.370 -0.077 0.094 -0.080
C 2.803 -1.538 -5.149 -0.218 -0.498 0.641
C 2.310 -4.882 0.542 -0.072 -0.588 0.082
C 5.016 -7.806 -0.274 -0.475 -0.103 -0.126
C 3.067 -5.565 1.492 0.511 0.154 1.209
H 4.744 -8.766 0.158 0.363 0.062 -0.042
H -4.608 1.618 4.111 0.004 -0.060 -0.300
H -2.444 1.485 5.406 0.033 0.002 -0.078
H 3.059 -7.551 -1.218 0.354 -0.176 0.070
H -1.180 1.710 -1.708 0.059 -0.045 0.067
H 0.040 2.391 0.582 0.010 -0.030 -0.005
H -5.957 0.468 -0.393 0.052 -0.010 -0.010
H 4.920 -1.031 -4.879 -0.718 0.299 0.226
H 0.916 -5.928 -4.490 0.524 0.474 -0.232
H -5.879 1.258 2.023 0.186 -0.009 0.075
H 0.350 -5.553 -1.153 -0.404 -0.498 0.603
H 5.160 -6.361 -3.653 -0.509 -0.124 -0.460
H 0.594 0.382 -3.237 -0.017 0.037 0.030
H 0.965 -0.202 3.377 -0.291 0.061 0.019
H -4.705 -0.529 -2.335 -0.142 0.058 0.040
H 0.330 -7.393 0.584 0.961 -0.224 -0.293
H 0.692 -2.226 -5.045 0.449 0.152 -0.220
H 5.561 -6.897 -6.045 -0.371 -0.120 0.229
H 6.978 -7.702 0.606 -0.192 0.126 -0.265
H 2.822 -6.617 1.719 0.103 0.615 0.161
H -0.012 0.841 5.403 -0.062 0.040 0.074
H 3.697 -6.599 -7.683 0.105 0.260 0.228
H 7.541 -5.482 -0.395 -0.307 -0.323 -0.107
H 4.216 -1.915 0.571 -0.318 -0.962 -0.020
H 2.590 1.528 0.451 -0.112 -0.025 -0.047
H 1.476 -5.856 -6.933 0.105 -0.528 0.193
H 2.674 -1.007 -6.087 0.204 -0.067 0.117
H 4.936 -1.900 -2.424 0.252 -0.285 -1.016
H 4.679 -5.548 2.944 -0.305 0.519 -0.512
H 2.515 -3.051 -0.770 -0.638 -0.275 1.179
H 5.749 -4.242 -1.698 0.236 -0.285 0.265
H -2.331 -1.165 -2.043 -0.170 0.038 0.195
H 1.200 -3.821 -3.140 -0.078 0.439 -0.674
H 2.900 0.237 -1.897 0.119 0.010 -0.016
H 5.454 -3.260 2.277 -0.505 0.042 0.129
```
Positions in Å, forces in eV/Å.

- LUMO level (eV) = -7.1
- E_HOMO (eV) = -12.75
- F_max (hartree/bohr) = 0.0853
- net charge = +2

The net atomic charges from Löwdin, expressed in e, are:
1 Pb 1.4307
2 Cl 0.2204
3 Si 0.3420
4 Si 0.9558
5 N -0.0214
6 N -0.0407
7 C -0.2823
8 C -0.0337
9 C 0.0326
10 C -0.2305
11 C -0.1287
12 C 0.0057
13 C -0.0486
14 C -0.0696
15 C 0.0336
16 C -0.3433
17 C -0.0997
18 C 0.0061
19 C -0.0293
20 C -0.2416
21 C -0.1394
22 C -0.0489
23 C -0.1323
24 C -0.0473
25 C -0.0189
26 C -0.2044
27 C -0.1487
28 C -0.0442
29 C -0.2064
30 C -0.0870
31 C -0.1190
32 C -0.0560
33 C -0.0641
34 C -0.2167
35 C -0.0636
36 C -0.1365
37 C -0.2124
38 C -0.0496
39 C -0.0454
40 C -0.0937
41 C -0.1040
42 C -0.2124
43 C -0.0247
44 C -0.0273
45 C -0.3530
46 C -0.0622
47 C -0.1622
48 H 0.1185
49 H 0.1287
50 H 0.1327
51 H 0.1129
52 H 0.1020
53 H 0.1045
54 H 0.1336
55 H 0.1260
56 H 0.1158
57 H 0.1271
58 H -0.0529
59 H 0.1083
60 H 0.0885
61 H 0.1186
62 H 0.1197
63 H -0.0385
64 H 0.1217
65 H 0.1226
66 H 0.1182
67 H 0.1050
68 H 0.1182
69 H 0.1197
70 H 0.1189
71 H 0.1248
72 H 0.0993
73 H 0.1183
74 H 0.1193
75 H 0.1238
76 H 0.1281
77 H 0.0235
78 H 0.1069
79 H 0.1136
80 H 0.0969
81 H 0.0794
82 H 0.1188


# 3
A structure of composition C41H35ClNP2Zr in a non-equilibrium geometry. Source: OMol25; level of theory: the ωB97M-V functional and the def2-TZVPD basis.

```
81
Properties=species:S:1:pos:R:3:forces:R:3
Zr 0.409 -0.316 0.087 0.737 0.196 1.408
Cl 2.692 0.277 -0.326 -0.123 0.395 -0.058
P 0.425 -0.338 -3.225 -0.392 0.316 -1.398
P -0.230 0.788 3.357 -0.269 0.176 0.962
N -0.003 0.525 1.805 0.169 0.602 -0.542
C -1.163 4.549 4.786 0.160 -0.081 -0.051
C 2.865 -1.509 -3.881 -0.254 -0.138 -0.363
C -3.035 -2.350 -4.104 0.092 0.171 -0.174
C 1.059 3.780 -5.282 -0.046 -0.119 0.169
C -0.608 -2.330 1.226 0.767 -0.295 -0.501
C 1.072 -2.081 -5.428 0.212 0.160 0.166
C 3.413 0.551 6.207 -0.264 0.022 -0.302
C -1.812 -1.948 -3.563 -0.219 0.367 -0.350
C 3.331 -2.848 -5.851 -0.056 0.079 0.187
C 0.741 -2.272 1.698 -0.610 -0.126 -0.573
C 1.024 0.846 5.895 0.203 0.008 0.308
C -2.703 -0.357 3.822 0.192 -0.213 0.150
C 1.462 1.390 -5.283 -0.272 0.202 0.169
C 0.759 1.269 -4.070 0.095 0.542 0.430
C 1.983 -2.788 -6.223 0.089 0.156 0.264
C -3.628 -1.587 -5.124 0.063 0.007 0.159
C -2.697 3.998 3.014 0.083 -0.091 -0.007
C -2.063 2.765 2.849 -0.104 0.381 0.241
C -1.796 -0.003 -5.027 -0.011 -0.381 0.159
C -0.563 -2.508 -0.195 0.512 -0.712 0.574
C -2.263 4.890 4.000 0.036 -0.231 0.082
C 2.464 0.587 3.964 -0.110 -0.028 0.258
C -3.007 -0.425 -5.592 0.150 -0.137 0.205
C 0.371 3.670 -4.062 0.047 -0.128 -0.133
C 2.140 0.753 6.742 -0.390 0.044 -0.027
C -0.837 -1.486 4.878 -0.349 -0.181 0.040
C -1.009 2.382 3.698 0.072 0.801 -0.963
C 1.611 -2.361 0.576 -0.637 -1.205 -0.523
C 1.174 0.746 4.502 1.079 -0.095 -0.504
C 0.227 2.421 -3.454 0.350 -0.103 -0.604
C 0.807 -2.606 -0.597 0.077 -0.222 0.632
C 3.565 0.485 4.817 0.350 -0.049 0.175
C -3.554 -1.370 4.246 -0.234 -0.029 0.025
C 1.508 -1.422 -4.262 0.597 -0.514 0.413
C 3.774 -2.214 -4.677 -0.201 -0.037 -0.161
C -1.194 -0.762 -4.008 -0.400 -0.134 0.231
C -3.062 -2.446 4.989 0.266 0.109 -0.027
C 1.603 2.644 -5.891 -0.123 -0.090 0.259
C -1.335 -0.422 4.123 -0.259 -0.253 -0.284
C -0.507 3.322 4.604 -0.344 0.183 0.076
C -1.706 -2.490 5.317 0.041 0.042 -0.058
H -1.319 -2.575 -2.817 -0.154 0.204 -0.244
H -0.789 5.250 5.539 -0.105 -0.263 -0.349
H -2.354 2.116 2.024 -0.038 0.105 0.222
H -1.428 -2.678 -0.820 0.038 0.113 0.045
H 2.695 -2.354 0.618 -0.351 -0.017 -0.059
H -3.450 0.163 -6.404 0.121 -0.289 0.368
H -0.058 4.557 -3.584 0.215 -0.330 -0.228
H -4.616 -1.313 4.003 0.280 -0.042 0.096
H -3.528 4.270 2.362 0.238 -0.071 0.149
H 1.176 4.759 -5.754 -0.062 -0.345 0.178
H 0.028 -2.018 -5.739 0.306 -0.054 0.124
H -1.305 0.892 -5.411 -0.182 -0.228 0.187
H 1.176 -2.912 -1.580 -0.117 0.484 0.351
H 2.603 0.539 2.879 -0.067 0.001 0.375
H 0.413 3.128 5.149 -0.298 -0.006 0.032
H -3.732 -3.241 5.320 0.191 0.264 -0.087
H -1.510 -2.315 1.832 0.238 0.220 -0.091
H 4.571 0.349 4.407 -0.438 0.053 0.058
H -3.517 -3.261 -3.735 0.160 0.353 -0.232
H 0.218 -1.525 5.150 -0.287 -0.065 -0.124
H 4.042 -3.398 -6.474 -0.248 0.213 0.240
H 1.052 -2.272 2.742 -0.126 0.474 -0.396
H 1.627 -3.283 -7.137 0.233 0.232 0.464
H -2.767 5.852 4.143 0.216 -0.428 -0.088
H 4.831 -2.261 -4.384 -0.507 -0.005 -0.165
H 2.005 0.837 7.833 0.040 -0.071 -0.682
H 2.139 2.719 -6.844 -0.245 0.030 0.455
H -1.308 -3.308 5.917 -0.153 0.172 -0.152
H -3.093 0.499 3.276 -0.012 -0.298 0.097
H -0.318 2.329 -2.511 0.132 0.077 -0.194
H -4.584 -1.902 -5.550 0.339 0.093 0.132
H 3.205 -1.001 -2.976 -0.061 -0.149 -0.234
H 1.874 0.508 -5.774 -0.090 0.267 0.187
H 0.041 1.005 6.349 0.287 -0.139 -0.253
H 4.272 0.446 6.875 -0.258 0.081 -0.317
```
Positions in Å, forces in eV/Å.

- LUMO level (eV) = -3.5
- E_HOMO (eV) = -11.03
- F_max (hartree/bohr) = 0.0311
- net charge = +1

The net atomic charges from Löwdin, expressed in e, are:
1 Zr 1.2382
2 Cl 0.0031
3 P 1.0472
4 P 0.8270
5 N -0.4276
6 C -0.0628
7 C -0.1089
8 C -0.0723
9 C -0.0718
10 C -0.1536
11 C -0.0791
12 C -0.0660
13 C -0.1211
14 C -0.0714
15 C -0.1476
16 C -0.1096
17 C -0.0783
18 C -0.0723
19 C -0.3865
20 C -0.0666
21 C -0.0731
22 C -0.0697
23 C -0.1098
24 C -0.0748
25 C -0.2284
26 C -0.0680
27 C -0.0709
28 C -0.0654
29 C -0.0745
30 C -0.0621
31 C -0.0900
32 C -0.2793
33 C -0.2497
34 C -0.3201
35 C -0.1176
36 C -0.2359
37 C -0.0677
38 C -0.0716
39 C -0.3826
40 C -0.0696
41 C -0.3864
42 C -0.0657
43 C -0.0643
44 C -0.2944
45 C -0.0631
46 C -0.0618
47 H 0.0772
48 H 0.1137
49 H 0.0909
50 H 0.0935
51 H 0.1004
52 H 0.1133
53 H 0.1097
54 H 0.1121
55 H 0.1092
56 H 0.1098
57 H 0.1047
58 H 0.1047
59 H 0.1105
60 H 0.0829
61 H 0.0972
62 H 0.1126
63 H 0.1105
64 H 0.1125
65 H 0.1106
66 H 0.1053
67 H 0.1096
68 H 0.1159
69 H 0.1139
70 H 0.1144
71 H 0.1121
72 H 0.1182
73 H 0.1138
74 H 0.1119
75 H 0.0911
76 H 0.0889
77 H 0.1095
78 H 0.0736
79 H 0.1045
80 H 0.1241
81 H 0.1134


Electronic energy values, unit a.u., following the record order: -2835.9913 -2924.3016 -2827.9746.